Record 1
The following is a quantum chemistry calculation of a structure of composition C27H23ClFeN7O3 in a non-equilibrium geometry, from the OMol25 dataset.

CARTESIAN COORDINATES (ANGSTROEM)
Fe 0.2692 -0.8263 1.2853
Cl -1.1207 -3.7955 -5.3450
C -0.9527 -3.3638 -3.7100
C -1.9908 -3.6860 -2.8006
C -1.8860 -3.3075 -1.5024
C -0.7346 -2.5969 -1.0169
O -0.6956 -2.2202 0.1762
C 0.3520 -2.3434 -1.9472
C 1.6181 -1.7903 -1.5372
N 1.9008 -1.3825 -0.3576
C 3.1861 -0.9986 0.0215
C 4.2712 -0.8347 -0.8187
C 5.5402 -0.5205 -0.3176
C 5.7400 -0.3856 1.0301
C 4.6563 -0.5232 1.9251
C 4.8026 -0.3917 3.3237
C 3.7119 -0.5405 4.1342
C 2.4631 -0.7744 3.5420
N 2.2930 -0.8992 2.2395
C 3.3676 -0.8041 1.4174
C 0.1969 -2.7130 -3.2728
H -2.8536 -4.2342 -3.1541
H -2.6663 -3.5323 -0.7872
H 2.3856 -1.7992 -2.3126
H 4.1562 -0.9494 -1.8882
H 6.3658 -0.4044 -1.0059
H 6.7222 -0.1704 1.4308
H 5.7785 -0.1658 3.7345
H 3.7916 -0.4655 5.2088
H 1.5742 -0.8526 4.1564
H 0.9893 -2.4986 -3.9794
C -3.7472 -1.5307 3.0278
N -3.5680 -0.1615 2.5440
C -4.6401 0.6243 2.2709
C -4.4931 1.8899 1.8242
C -3.1591 2.3667 1.6744
N -2.1137 1.5788 1.9135
C -2.2936 0.3225 2.3181
O -1.3236 -0.4513 2.5607
N -2.9138 3.6097 1.2488
H -4.6624 -1.5908 3.6110
H -2.9040 -1.7997 3.6540
H -3.8054 -2.2304 2.1939
H -5.6117 0.1785 2.4328
H -5.3435 2.5175 1.6046
H -3.6660 4.2704 1.1586
H -1.9670 3.9531 1.2575
N -1.0890 3.5459 -4.4742
C -0.6653 3.8209 -3.2246
O -0.5152 4.9357 -2.7745
C -0.4087 2.6471 -2.3062
C 0.7278 2.6656 -1.5062
C 0.8669 1.7053 -0.5235
N -0.0671 0.7805 -0.2815
C -1.1569 0.7634 -1.0482
C -1.3594 1.6588 -2.0834
H -1.2760 4.3231 -5.0882
H -1.1166 2.6199 -4.8594
H 1.4718 3.4394 -1.6364
H 1.7381 1.6934 0.1209
H -1.9060 0.0179 -0.8070
H -2.2643 1.6062 -2.6747

Atoms 1-2, force components in eV/Å:
Fe -0.1 -0.9 -3.8
Cl 0.0 -0.1 -0.4

**LUMO level (spin up / spin down)**: -8.273 / -8.287 eV
**HOMO energy (spin up / spin down)**: -0.4871 / -0.4818 hartree
**2S+1**: 2
**Total charge**: +2
**Calculated total energy**: -91841.952 eV
**Frontier orbital gap (spin up / spin down)**: 5.0 / 4.8 eV



Record 2
The following is a quantum chemistry calculation of a cluster of 5 separate species, C28H28F4N in total in a non-equilibrium geometry, from the OMol25 dataset.

CARTESIAN COORDINATES (ANGSTROEM)
C 2.6777 0.2710 -3.0813
C 2.0048 1.3002 -3.5414
N 1.1214 1.9868 -2.7557
C -0.1001 2.0339 -3.2404
F -0.9329 2.5645 -2.2671
F -0.2980 2.9066 -4.3403
C -0.6963 0.6455 -3.6389
F -1.0844 0.6395 -4.9260
F -1.8268 0.3742 -2.9314
H 2.7227 0.1065 -2.0244
H 3.1570 -0.4522 -3.7196
H 2.1955 1.5989 -4.5672
H -0.0225 -0.1685 -3.4368
C -1.6404 -1.9122 1.1242
C -1.1681 -1.3918 2.3214
C -0.7181 -0.0795 2.3784
C -0.7480 0.7135 1.2390
C -1.2228 0.1966 0.0411
C -1.6654 -1.1176 -0.0155
H -1.9891 -2.9375 1.0791
H -1.1493 -2.0105 3.2112
H -0.3438 0.3246 3.3114
H -0.3989 1.7374 1.2810
H -1.2455 0.8145 -0.8377
H -2.0307 -1.5208 -0.9515
C 0.5845 4.8794 -0.8716
C 1.0527 5.4391 0.3098
C 1.5613 6.7325 0.3181
C 1.5945 7.4696 -0.8566
C 1.1243 6.9098 -2.0385
C 0.6239 5.6148 -2.0467
H 0.1974 3.8735 -0.8835
H 1.0222 4.8649 1.2279
H 1.9318 7.1652 1.2402
H 1.9877 8.4796 -0.8522
H 1.1509 7.4847 -2.9564
H 0.2657 5.1716 -2.9668
C -5.5398 -2.3285 6.6459
C -5.1811 -2.0801 5.3284
C -3.8510 -2.1656 4.9420
C -2.8806 -2.5077 5.8730
C -3.2391 -2.7592 7.1900
C -4.5683 -2.6664 7.5776
H -6.5774 -2.2585 6.9472
H -5.9387 -1.8183 4.6011
H -3.5698 -1.9655 3.9158
H -1.8433 -2.5778 5.5713
H -2.4812 -3.0272 7.9153
H -4.8473 -2.8577 8.6062
C 3.7018 -3.9934 -4.2155
C 4.7086 -4.6914 -3.5632
C 4.5767 -5.0037 -2.2177
C 3.4342 -4.6243 -1.5266
C 2.4263 -3.9296 -2.1799
C 2.5615 -3.6115 -3.5235
H 3.8063 -3.7450 -5.2640
H 5.5980 -4.9904 -4.1039
H 5.3652 -5.5421 -1.7066
H 3.3299 -4.8691 -0.4772
H 1.5356 -3.6326 -1.6412
H 1.7785 -3.0625 -4.0300

Atoms 1-2, force components in eV/Å:
C 1.2 -1.5 0.3
C -0.6 0.7 0.1

**LUMO level**: 2.394 eV
**HOMO energy**: -0.1345 hartree
**Total charge**: -1
**Calculated total energy**: -41850.342 eV
**Frontier orbital gap**: 6.1 eV



Record 3
The following is a quantum chemistry calculation of a cluster of 17 separate species, C2H39NO16S2 in total in a non-equilibrium geometry, from the OMol25 dataset.

CARTESIAN COORDINATES (ANGSTROEM)
N -0.4485 0.7650 0.6548
C -0.0634 2.0259 0.0123
C 0.1003 1.8486 -1.4408
S -1.1200 2.8777 -2.2959
S -0.1796 3.3787 -3.9584
H 0.3429 0.1546 0.8163
H -1.1833 0.2473 0.1433
H -0.9828 2.6714 0.3538
H 0.7441 2.5621 0.5593
H 1.0264 2.3344 -1.7995
H 0.0312 0.8367 -1.8197
H -0.3150 2.4898 -4.9469
H 4.9582 2.3224 -0.2424
H 4.1177 2.6061 -1.4111
O 4.6309 1.8853 -1.0522
H 0.1967 1.5694 2.8270
H 0.8328 2.5619 3.8737
O 0.9972 1.7986 3.3268
H 2.8739 3.7425 0.3446
H 2.2804 4.0933 -0.9210
O 3.1364 4.1696 -0.4681
H -4.2656 1.4186 -0.4393
H -4.0553 -0.1219 -0.4203
O -4.1867 0.6481 -1.0283
H 2.6341 -0.5674 1.2104
H 2.5908 0.2017 2.5582
O 2.1358 -0.4530 2.0237
H -3.1983 -0.4298 1.9055
H -3.4695 -1.7661 1.0833
O -3.6463 -0.8072 1.1036
H 3.8057 0.4110 -0.6462
H 2.6988 -0.7138 -1.1241
O 3.3314 -0.4057 -0.4622
H -2.0968 0.4416 3.8357
H -1.8968 0.7618 2.3107
O -2.5045 0.7259 3.0217
H -2.7044 -0.8988 -2.8525
H -2.8542 -0.7109 -1.3223
O -2.2897 -1.1334 -2.0038
H -1.7474 -4.6610 -2.3976
H -1.7750 -3.2185 -1.7804
O -1.2391 -3.8367 -2.2838
H -0.0289 0.0922 4.0336
H -0.0174 -1.3760 4.4843
O -0.5109 -0.5482 4.5472
H 0.8726 -1.6193 2.5146
H 1.4200 -3.0125 3.0854
O 0.6431 -2.4251 2.9975
H 2.3637 -0.6240 -4.3076
H 1.3619 -0.4957 -3.0786
O 2.0783 -0.1003 -3.5798
H 0.0037 -2.6310 -2.7782
H -0.4746 -1.1774 -2.2839
O 0.2641 -1.7440 -2.5239
H -1.7754 -2.6200 0.8672
H -2.5564 -3.8890 1.0438
O -2.5478 -3.0611 0.4985
H 1.0200 -2.4134 0.4703
H 0.4170 -2.0950 -0.9137
O 0.2236 -2.0862 0.0754

Atoms 1-2, force components in eV/Å:
N 0.1 -0.3 1.1
C -2.9 0.4 2.9

**LUMO level**: -0.003 eV
**HOMO energy**: -0.3378 hartree
**Energy relative to the best compared isomer or geometry (same formula, charge and spin)**: 235.8 kJ/mol
**Calculated total energy**: -58628.670 eV
**Frontier orbital gap**: 9.2 eV



Record 4
The following is a quantum chemistry calculation of the molecule C21H28N4O3, from the OMol25 dataset.

CARTESIAN COORDINATES (ANGSTROEM)
C 3.5815 -1.7510 -0.1411
O 3.4302 -0.4880 -0.7408
C 2.7367 0.4794 -0.0719
C 2.1480 0.3246 1.1769
C 1.4705 1.3859 1.7565
C 1.3505 2.6080 1.1120
C 0.5563 3.7282 1.7153
C -0.8958 3.7220 1.2048
N -1.5732 2.4836 1.5396
C -1.6531 1.4782 0.5019
C -1.8512 0.0817 1.0757
C -2.1010 -0.9251 -0.0456
O -2.5688 -0.6203 -1.1211
N -1.7878 -2.1905 0.3028
C -1.9576 -3.3342 -0.5628
C -0.6177 -4.0056 -0.8923
C 0.1569 -3.2538 -1.9237
C 0.6302 -3.7555 -3.1464
N 1.2442 -2.8169 -3.8407
N 1.1794 -1.7154 -3.1072
C 1.7619 -0.4923 -3.5764
C 0.5401 -1.9258 -1.9412
C -3.0635 0.1304 2.0071
C -2.7476 1.0578 3.1699
C -2.0811 2.3693 2.7853
O -1.9825 3.2704 3.6001
C 1.9448 2.7522 -0.1382
C 2.6313 1.7102 -0.7220
H 4.1205 -1.6832 0.8093
H 2.6136 -2.2381 0.0177
H 4.1645 -2.3430 -0.8447
H 2.2200 -0.6104 1.7113
H 1.0283 1.2590 2.7347
H 0.5285 3.6342 2.8013
H 1.0043 4.6896 1.4599
H -0.9241 3.8506 0.1214
H -1.4368 4.5420 1.6844
H -0.7283 1.5100 -0.0817
H -2.4868 1.6976 -0.1790
H -0.9618 -0.2097 1.6447
H -1.3832 -2.3661 1.2092
H -2.4356 -2.9712 -1.4746
H -2.6213 -4.0555 -0.0724
H -0.8118 -5.0100 -1.2720
H -0.0356 -4.1058 0.0307
H 0.5435 -4.7511 -3.5339
H 2.0234 -0.6308 -4.6233
H 1.0482 0.3267 -3.4787
H 2.6615 -0.2564 -3.0046
H 0.3912 -1.1331 -1.2354
H -3.3121 -0.8662 2.3796
H -3.9228 0.5012 1.4455
H -2.0647 0.5658 3.8698
H -3.6490 1.3062 3.7326
H 1.8719 3.6970 -0.6571
H 3.1048 1.8283 -1.6840

Atoms 1-2, force components in eV/Å:
C 0.0 -0.3 0.1
O -0.1 0.4 0.0

**LUMO level**: 0.392 eV
**HOMO energy**: -0.3169 hartree
**Energy relative to the best compared isomer or geometry (same formula, charge and spin)**: 169.8 kJ/mol
**Calculated total energy**: -34335.284 eV
**Frontier orbital gap**: 9.0 eV



Record 5
The following is a quantum chemistry calculation of a cluster of 2 separate species, C4H7NO in total, from the OMol25 dataset.

CARTESIAN COORDINATES (ANGSTROEM)
C -1.1964 0.3476 -0.9516
N -0.2267 0.7740 -1.6577
C 0.6912 -0.2069 -2.0875
O 1.0233 -1.1731 -1.4438
H -1.3625 -0.7158 -0.7540
H -1.8986 1.0633 -0.5244
H 1.1324 0.0260 -3.0704
C -0.0941 0.4942 1.8874
C 0.7064 -0.5308 1.6127
H -1.0427 0.3581 2.4014
H 0.1699 1.5123 1.6100
H 1.6528 -0.3972 1.0972
H 0.4450 -1.5516 1.8809

Atoms 1-2, force components in eV/Å:
C 0.2 0.1 -0.2
N -0.4 -0.2 0.3

**LUMO level**: 0.188 eV
**HOMO energy**: -0.3661 hartree
**Energy relative to the best compared isomer or geometry (same formula, charge and spin)**: 251.0 kJ/mol
**Calculated total energy**: -7797.043 eV
**Frontier orbital gap**: 10.1 eV



Record 6
The following is a quantum chemistry calculation of the molecule C4H4O in a non-equilibrium geometry, from the OMol25 dataset.

CARTESIAN COORDINATES (ANGSTROEM)
O 0.8976 -1.0098 1.7240
C 0.8471 -1.0507 0.4993
C -0.2841 -0.2771 -0.1383
C -0.4072 1.0897 -1.0886
C -0.3788 1.1824 0.2126
H 1.3191 -1.9782 -0.1840
H -1.2196 -1.0132 -0.0317
H -0.4766 1.3752 -2.1266
H -0.2976 1.6817 1.1334

Atoms 1-2, force components in eV/Å:
O 1.0 -0.2 -2.2
C -0.6 -2.3 0.1

**LUMO level**: 0.739 eV
**HOMO energy**: -0.3470 hartree
**Energy relative to the best compared isomer or geometry (same formula, charge and spin)**: 345.8 kJ/mol
**Calculated total energy**: -6255.796 eV
**Frontier orbital gap**: 10.2 eV



Copy entry 5 word for word.
The following is a quantum chemistry calculation of a cluster of 2 separate species, C4H7NO in total, from the OMol25 dataset.

CARTESIAN COORDINATES (ANGSTROEM)
C -1.1964 0.3476 -0.9516
N -0.2267 0.7740 -1.6577
C 0.6912 -0.2069 -2.0875
O 1.0233 -1.1731 -1.4438
H -1.3625 -0.7158 -0.7540
H -1.8986 1.0633 -0.5244
H 1.1324 0.0260 -3.0704
C -0.0941 0.4942 1.8874
C 0.7064 -0.5308 1.6127
H -1.0427 0.3581 2.4014
H 0.1699 1.5123 1.6100
H 1.6528 -0.3972 1.0972
H 0.4450 -1.5516 1.8809

Atoms 1-2, force components in eV/Å:
C 0.2 0.1 -0.2
N -0.4 -0.2 0.3

**LUMO level**: 0.188 eV
**HOMO energy**: -0.3661 hartree
**Energy relative to the best compared isomer or geometry (same formula, charge and spin)**: 251.0 kJ/mol
**Calculated total energy**: -7797.043 eV
**Frontier orbital gap**: 10.1 eV



Which of these has the highest calculated total energy?
C4H4O



Which value of calculated total energy does entry 2 give?
-41850.342 eV